This record from the Open Molecules 2025 dataset describes a cluster of 3 separate species, C10H11FN2 in total at a distorted geometry. The level of theory is ωB97M-V/def2-TZVPD.

Each line ends with the Löwdin charge.
Element x y z (Å)
C1 2.886 -2.392 -1.308  -0.09
C2 3.203 -1.059 -1.097  -0.08
C3 1.680 -2.893 -0.849  -0.08
C4 2.316 -0.232 -0.434  -0.03
C5 0.782 -2.065 -0.197  -0.05
C6 1.093 -0.726 0.009  -0.24
C7 0.190 0.188 0.726  -0.03
C8 -1.098 0.385 0.368  0.00
C9 -1.839 -0.192 -0.766  -0.12
C10 -2.758 3.748 1.424  0.06
N1 -2.807 1.471 0.936  0.18
N2 -2.538 2.495 1.447  -0.23
F1 -1.504 2.296 2.908  -0.36
H1 3.581 -3.038 -1.823  0.10
H2 4.144 -0.664 -1.448  0.10
H3 1.436 -3.934 -0.998  0.10
H4 2.563 0.807 -0.268  0.12
H5 -0.150 -2.462 0.178  0.12
H6 -2.142 0.595 -1.459  0.08
H7 -2.741 -0.690 -0.417  0.08
H8 -1.212 -0.905 -1.304  0.08
H9 0.615 0.734 1.556  0.12
H10 -3.194 4.183 0.540  0.09
H11 -2.507 4.350 2.274  0.08

E: -16239.2776 eV
Frontier orbital gap (alpha / beta): 7.867 / 7.854 eV
Highest occupied orbital energy (alpha / beta): -8.98 / -8.97 eV
Relative energy (zero: lowest compared OMol25 entry of this formula, charge and spin): 588.42 kJ/mol